{"formula": "C37H32BrN4O3RuS", "method": "ωB97M-V with the def2-TZVPD basis set", "homo_lumo_gap_ev": [2.93, 3.05], "e_homo_ev": [-15.6, -15.6], "e_lumo_ev": [-12.67, -12.59], "spin_multiplicity": 1, "charge": 3, "elements": ["Ru", "C", "C", "C", "C", "C", "C", "N", "C", "C", "C", "C", "C", "N", "C", "C", "C", "C", "C", "C", "N", "H", "H", "H", "H", "H", "H", "H", "H", "H", "H", "H", "H", "H", "H", "H", "Br", "C", "C", "C", "C", "C", "N", "C", "O", "O", "H", "H", "H", "O", "S", "C", "C", "C", "C", "C", "C", "C", "C", "C", "C", "C", "C", "C", "C", "H", "H", "H", "H", "H", "H", "H", "H", "H", "H", "H", "H", "H", "H"], "positions_angstrom": [[0.0231, 2.2274, -0.2332], [1.8541, 4.0339, 2.3442], [0.3732, 4.0557, 2.4557], [-0.2223, 4.4931, 3.6452], [-1.5951, 4.5815, 3.7323], [-2.3513, 4.3131, 2.5975], [-1.7047, 3.9095, 1.4349], [-0.3651, 3.7205, 1.3967], [-2.4074, 3.7234, 0.1616], [-3.6758, 4.2445, -0.1069], [-4.2357, 4.0475, -1.3581], [-3.5221, 3.3381, -2.3104], [-2.2550, 2.8547, -1.9909], [-1.7142, 3.0694, -0.7825], [-1.3967, 2.1005, -2.9006], [-1.8413, 1.6321, -4.1326], [-0.9753, 0.8947, -4.9246], [0.3180, 0.7149, -4.4780], [0.7187, 1.2296, -3.2440], [2.1284, 1.0781, -2.8072], [-0.1416, 1.8677, -2.4500], [2.2589, 4.9386, 2.7933], [2.1520, 4.0031, 1.2964], [2.2847, 3.1976, 2.8957], [0.4143, 4.7600, 4.4741], [-2.0687, 4.8838, 4.6535], [-3.4249, 4.4080, 2.6268], [-4.2024, 4.8200, 0.6378], [-5.2125, 4.4462, -1.5896], [-3.9361, 3.1821, -3.2922], [-2.8454, 1.8310, -4.4652], [-1.3058, 0.4821, -5.8655], [1.0369, 0.1750, -5.0716], [2.6739, 0.4295, -3.4869], [2.1618, 0.6751, -1.7949], [2.6171, 2.0529, -2.8172], [3.7233, 2.5019, -0.2467], [2.8843, 1.2228, 0.8855], [3.6807, 0.3502, 1.6187], [3.0778, -0.4962, 2.5320], [1.7023, -0.4021, 2.7075], [0.9837, 0.4724, 1.9097], [1.5485, 1.2515, 0.9734], [-0.5541, 0.5692, 2.1249], [-0.9967, 0.1644, 3.1735], [-1.2056, 1.0333, 1.1427], [4.7518, 0.3650, 1.4959], [3.6715, -1.1833, 3.1178], [1.1873, -0.9762, 3.4643], [0.2461, -0.4193, -0.7475], [-0.5806, -1.6296, -0.9722], [-0.7804, -2.4103, 0.7101], [-1.6230, -3.6306, 0.6376], [-1.2683, -4.7876, 1.3478], [-2.1242, -5.8678, 1.3831], [-3.3314, -5.8294, 0.6827], [-3.6762, -4.6943, -0.0589], [-2.8262, -3.6115, -0.0876], [0.5410, -2.9325, -1.7608], [1.8127, -3.2015, -1.0549], [2.9414, -2.4048, -1.3036], [4.1569, -2.7165, -0.7330], [4.2660, -3.8156, 0.1165], [3.1537, -4.6164, 0.3692], [1.9348, -4.3037, -0.1963], [-1.2910, -1.6374, 1.2900], [0.2093, -2.5912, 1.1320], [-0.3481, -4.8082, 1.9118], [-1.8669, -6.7378, 1.9669], [-3.9886, -6.6846, 0.6936], [-4.6007, -4.6778, -0.6142], [-3.0830, -2.7344, -0.6644], [0.7227, -2.5422, -2.7619], [-0.1049, -3.8099, -1.8136], [2.8599, -1.5690, -1.9813], [5.0301, -2.1268, -0.9637], [5.2113, -4.0541, 0.5752], [3.2517, -5.4938, 0.9882], [1.0828, -4.9460, -0.0297]], "forces_ev_per_a": [[-0.60, -2.64, 2.07], [0.14, -0.01, -0.14], [0.63, 0.19, 0.49], [-0.22, -0.12, -0.41], [0.29, -0.05, -0.05], [0.28, -0.19, -0.64], [-0.77, 0.36, 0.66], [-0.21, -1.08, -1.41], [-0.53, 0.27, 0.08], [0.43, -0.21, 0.01], [0.20, -0.10, 0.09], [0.41, -0.11, 0.16], [-0.51, 0.18, -0.25], [-0.41, 0.11, 0.06], [-0.54, -0.17, -0.52], [0.25, 0.24, 0.52], [0.17, 0.07, 0.20], [-0.21, 0.21, 0.11], [0.76, -0.49, -0.27], [0.05, 0.04, 0.13], [-0.70, 0.36, 1.36], [0.03, 0.07, -0.02], [0.08, 0.00, 0.22], [0.03, -0.09, -0.04], [0.07, 0.01, 0.06], [-0.08, 0.03, 0.07], [-0.06, 0.01, -0.07], [0.01, -0.01, 0.08], [-0.04, 0.03, -0.02], [-0.02, -0.02, -0.09], [-0.12, 0.02, 0.03], [-0.01, -0.01, -0.10], [0.14, -0.02, -0.05], [0.02, -0.06, 0.04], [0.10, -0.04, -0.08], [-0.01, -0.03, -0.02], [-0.24, -0.29, 0.29], [0.52, 0.30, -0.27], [-0.15, 0.32, -0.24], [-0.31, 0.14, -0.07], [0.08, 0.18, -0.13], [-0.87, -0.47, 0.63], [-0.19, 0.37, -0.39], [2.81, -1.16, 2.07], [-0.33, 0.25, -0.75], [-0.50, 2.73, -3.50], [0.08, 0.04, -0.10], [0.03, -0.02, 0.04], [-0.13, 0.02, -0.04], [1.67, 2.11, 0.47], [-0.89, -2.11, 0.45], [-0.20, 0.57, -0.18], [-0.42, -0.69, -0.29], [-0.07, 0.69, -0.19], [-0.53, -0.14, -0.20], [0.30, 0.32, -0.08], [0.07, -0.59, 0.18], [0.55, 0.11, 0.35], [-0.04, 0.26, -0.25], [0.36, 0.11, 0.34], [-0.46, -0.23, 0.04], [0.07, -0.09, 0.23], [-0.30, -0.01, 0.00], [0.33, 0.19, 0.05], [-0.16, 0.21, -0.40], [0.09, 0.06, -0.11], [0.07, 0.06, -0.17], [0.14, -0.01, 0.08], [0.03, -0.10, 0.01], [-0.08, -0.06, 0.05], [-0.09, 0.01, -0.04], [-0.17, 0.12, -0.03], [-0.19, 0.02, -0.04], [-0.12, 0.09, -0.03], [0.01, 0.09, -0.13], [0.11, 0.08, -0.01], [0.17, -0.08, -0.02], [0.01, -0.08, 0.11], [-0.11, -0.06, 0.02]]}

{"formula": "C31H89N7O10", "method": "ωB97M-V with the def2-TZVPD basis set", "homo_lumo_gap_ev": 9.76, "smiles": "COC[C@H](C)N.COC[C@H](C)N.COC[C@H](C)N.COC[C@H](C)N.COC[C@H](C)N.COC[C@H](C)N.COC[C@H](C)N.CO.CO.CO", "e_homo_ev": -9.1, "e_lumo_ev": 0.65, "relative_energy_kcal_mol": 145.12, "spin_multiplicity": 1, "charge": 0, "elements": ["C", "O", "H", "H", "H", "H", "C", "O", "H", "H", "H", "H", "C", "O", "H", "H", "H", "H", "C", "C", "C", "O", "C", "N", "H", "H", "H", "H", "H", "H", "H", "H", "H", "H", "H", "C", "C", "C", "O", "C", "N", "H", "H", "H", "H", "H", "H", "H", "H", "H", "H", "H", "C", "C", "C", "O", "C", "N", "H", "H", "H", "H", "H", "H", "H", "H", "H", "H", "H", "C", "C", "C", "O", "C", "N", "H", "H", "H", "H", "H", "H", "H", "H", "H", "H", "H", "C", "C", "C", "O", "C", "N", "H", "H", "H", "H", "H", "H", "H", "H", "H", "H", "H", "C", "C", "C", "O", "C", "N", "H", "H", "H", "H", "H", "H", "H", "H", "H", "H", "H", "C", "C", "C", "O", "C", "N", "H", "H", "H", "H", "H", "H", "H", "H", "H", "H", "H"], "positions_angstrom": [[-0.5027, 1.1349, -1.0336], [-0.7232, 2.3852, -0.3541], [-1.1484, 0.2854, -0.8113], [-0.6473, 1.3667, -2.0888], [0.4652, 0.6920, -0.7986], [-0.0802, 2.4377, 0.3568], [-1.0909, 0.6775, -5.3278], [-1.7886, -0.3534, -4.7538], [-1.7524, 1.5111, -5.5635], [-0.4586, 0.9776, -4.4921], [-0.3547, 0.3445, -6.0594], [-2.0236, -0.9695, -5.4514], [-2.6750, 5.6524, -1.4868], [-1.9693, 5.9951, -2.7547], [-2.6640, 6.5106, -0.8149], [-3.7363, 5.5105, -1.6909], [-2.2233, 4.7473, -1.0807], [-2.5398, 6.5742, -3.2654], [0.3439, 4.0131, -3.8336], [1.3528, 3.7839, -2.7030], [2.9442, 3.9416, -3.1262], [3.4001, 2.6170, -3.7016], [4.6873, 2.7234, -4.2231], [0.9733, 4.6609, -1.6593], [0.3508, 3.2539, -4.6157], [0.5137, 5.0215, -4.2109], [-0.6557, 3.9831, -3.4000], [1.0979, 2.8453, -2.2110], [3.4931, 4.1348, -2.2045], [3.0834, 4.7898, -3.7965], [5.3360, 3.2797, -3.5465], [4.7188, 3.4007, -5.0765], [5.1187, 1.7501, -4.4571], [0.1739, 4.1110, -1.3790], [0.3918, 5.3794, -2.0664], [-0.1661, 3.5109, 2.5144], [1.3617, 3.5319, 2.2259], [2.1265, 2.4499, 3.0669], [1.8277, 2.5942, 4.4707], [2.3448, 1.4825, 5.2112], [1.6001, 3.3770, 0.8180], [-0.4479, 3.6167, 3.5621], [-0.5532, 2.5105, 2.3207], [-0.8509, 4.0944, 1.8990], [1.6692, 4.5340, 2.5248], [3.1880, 2.4848, 2.8217], [1.6377, 1.5345, 2.7334], [2.1258, 1.6638, 6.2635], [3.4223, 1.4305, 5.0551], [1.9635, 0.5450, 4.8065], [2.5748, 3.1863, 0.6343], [1.2447, 4.1272, 0.2427], [0.4569, -2.0697, 1.6268], [1.3866, -2.9620, 2.4706], [0.7324, -4.1645, 3.1352], [-0.2266, -3.6676, 4.0748], [-1.1327, -4.6364, 4.5603], [2.4509, -3.3527, 1.5782], [-0.0852, -1.3930, 2.2873], [-0.3354, -2.7216, 1.2589], [0.9782, -1.5666, 0.8124], [1.7006, -2.2787, 3.2597], [1.4130, -4.7749, 3.7286], [0.3104, -4.8858, 2.4353], [-0.7073, -5.2002, 5.3904], [-1.4295, -5.2645, 3.7204], [-2.0286, -4.2575, 5.0523], [2.9640, -2.4856, 1.5071], [1.9800, -3.2644, 0.6891], [-7.8434, 2.1398, 0.1596], [-6.6043, 2.0340, -0.8666], [-6.6186, 0.5781, -1.3860], [-5.5208, 0.2985, -2.2488], [-4.2363, 0.8176, -1.9816], [-6.8433, 2.9709, -1.9844], [-7.9338, 3.1053, 0.6575], [-8.0098, 1.3765, 0.9198], [-8.7619, 2.0830, -0.4246], [-5.6562, 2.3524, -0.4330], [-7.5045, 0.4316, -2.0038], [-6.5380, -0.1392, -0.5693], [-3.7355, 0.5708, -1.0454], [-4.1766, 1.9056, -2.0116], [-3.4865, 0.3961, -2.6511], [-6.3184, 2.5058, -2.7112], [-7.7632, 2.9433, -2.4004], [1.2264, -1.7831, -2.9022], [2.5088, -2.1862, -2.1721], [2.7517, -3.7749, -1.9373], [1.6156, -4.3607, -1.1995], [1.7505, -5.7479, -0.7380], [3.6491, -1.6031, -2.8496], [0.3929, -1.6705, -2.2089], [1.1147, -2.6146, -3.5982], [1.3473, -0.8182, -3.3945], [2.4694, -1.8959, -1.1222], [3.5852, -4.0334, -1.2841], [3.0135, -4.3082, -2.8511], [2.2574, -5.8197, 0.2242], [2.1850, -6.5521, -1.3318], [0.7630, -6.0917, -0.4300], [3.3918, -0.6686, -3.1337], [4.4477, -1.4969, -2.2405], [-3.3081, -1.4079, 1.4398], [-3.3764, -2.8943, 0.9373], [-4.1243, -3.7840, 1.9831], [-4.1342, -5.1668, 1.5100], [-4.4501, -6.1961, 2.4211], [-3.9139, -2.9402, -0.4481], [-4.3065, -0.9755, 1.3739], [-2.6636, -0.7437, 0.8640], [-3.0082, -1.2970, 2.4819], [-2.3759, -3.3261, 0.9642], [-5.0602, -3.2337, 2.0799], [-3.7208, -3.8072, 2.9954], [-4.7949, -7.1183, 1.9534], [-5.2535, -5.8345, 3.0628], [-3.6588, -6.6354, 3.0284], [-4.2861, -3.8770, -0.5101], [-3.1254, -2.8781, -1.0762], [6.0591, -1.1904, 4.0700], [5.7104, -1.1264, 2.5291], [4.8106, 0.0284, 1.9877], [4.4615, -0.3264, 0.6335], [3.7208, 0.7243, -0.0572], [6.9212, -1.1679, 1.8878], [6.6635, -0.3178, 4.3175], [6.6071, -2.0688, 4.4111], [5.1729, -1.0129, 4.6792], [5.1698, -2.0479, 2.3132], [5.4326, 0.9173, 2.0931], [3.9113, 0.1952, 2.5806], [2.6832, 0.6322, 0.2639], [3.9213, 0.5944, -1.1206], [4.1688, 1.6903, 0.1760], [7.5223, -0.4617, 2.2879], [6.7972, -0.7883, 0.9601]], "forces_ev_per_a": [[-0.04, 0.39, -0.14], [-0.79, -1.24, -0.56], [-0.85, 0.41, 0.48], [0.38, -0.37, -0.14], [0.52, 0.51, -0.36], [0.56, 0.13, 0.17], [1.49, 1.04, 1.26], [-1.23, -1.98, 0.05], [0.25, 0.08, -0.68], [0.24, 0.79, -0.08], [-0.42, 0.24, -0.65], [-0.30, -0.18, 0.18], [0.00, 0.91, -1.60], [-0.49, -0.56, 1.48], [0.54, -0.15, 0.25], [0.01, -0.49, -0.11], [0.00, 0.22, 0.00], [-0.08, 0.04, 0.07], [0.48, -0.61, -0.12], [1.75, -0.79, -2.04], [-2.22, -2.60, 0.52], [-1.27, 1.95, 0.93], [0.58, 1.10, -0.02], [-1.13, 1.47, 1.14], [0.34, 0.19, -0.22], [-0.15, -0.05, -0.38], [-0.04, 0.08, -0.03], [1.24, -0.88, -0.81], [0.16, -0.10, 0.03], [0.02, -0.22, -0.41], [0.37, -0.38, 0.61], [-0.21, -0.31, -0.71], [-0.24, 0.04, 0.01], [-0.37, -0.10, 1.45], [0.54, 1.24, -0.26], [-0.19, -1.51, 0.28], [-0.88, 1.20, 1.48], [-2.20, 1.00, -0.08], [0.62, -0.19, -0.85], [0.24, 0.78, -0.79], [0.11, -1.49, 0.27], [0.46, 0.56, 0.05], [0.17, -0.51, -0.15], [0.62, 0.67, -0.12], [0.47, 0.11, 0.47], [0.20, -0.12, 0.26], [0.48, -0.64, -0.15], [-0.11, -0.27, -0.18], [0.33, 0.06, 0.26], [-0.45, -0.18, 0.32], [0.00, 0.30, -0.28], [0.43, 0.25, -0.04], [-1.60, -0.80, 1.28], [-0.80, 0.88, 0.14], [-0.28, 0.10, 1.06], [-0.79, 0.53, -0.23], [0.34, -0.31, 0.04], [0.71, 0.22, -0.04], [0.08, 0.45, -0.21], [0.00, 0.07, -0.68], [-0.07, 0.11, 0.18], [0.68, -0.43, 0.35], [0.76, 0.17, -0.18], [-0.49, 0.23, -0.47], [0.53, -0.58, -0.25], [-0.17, -0.40, 0.19], [-0.01, 0.92, -0.54], [1.07, 0.07, 0.08], [0.15, -1.12, -0.74], [0.39, 0.46, -0.90], [-3.09, -0.31, 0.87], [1.73, 0.70, 0.54], [0.43, -0.02, -0.84], [0.74, 0.10, 0.41], [0.89, -0.27, -0.17], [0.46, 0.10, -0.03], [0.82, -0.23, -0.04], [-0.02, -0.05, -0.39], [-0.13, -0.40, 0.30], [-0.10, -0.15, 0.24], [-0.42, -0.04, 0.27], [-0.81, -0.38, 0.85], [-0.18, 0.21, -0.37], [-0.59, 0.03, -0.77], [0.58, 0.45, -0.65], [-0.63, -0.18, 0.65], [0.64, -0.94, 0.47], [0.49, -1.62, 1.66], [-0.78, -0.08, 0.57], [0.41, -0.90, -1.08], [-0.44, 0.76, 1.08], [0.17, -0.07, -0.26], [-0.11, -0.43, -0.18], [-0.85, 0.45, -0.42], [0.09, -0.14, -0.21], [-0.17, 0.69, 0.25], [0.58, 0.97, 0.12], [-0.68, -0.02, -0.48], [0.66, 0.62, 0.03], [0.11, 0.68, -0.96], [-0.37, 0.27, -0.58], [0.07, 0.13, -0.19], [0.13, -0.23, 0.16], [-0.59, -0.68, 0.01], [1.28, 0.47, 1.08], [0.06, -0.14, -0.88], [0.09, 0.77, -0.55], [-0.86, 0.11, 0.56], [-0.29, -0.28, 1.61], [-0.17, -0.02, -0.10], [0.15, -0.37, -0.28], [0.18, -0.33, 0.09], [0.39, 0.18, -0.21], [-1.10, -0.98, -0.04], [0.68, 0.46, -0.16], [-0.38, 0.45, -0.87], [-0.06, -0.26, 0.33], [0.74, 0.91, 0.25], [-0.13, -0.25, -0.60], [-0.01, -0.03, -0.19], [-1.16, 1.55, -0.59], [-2.51, -0.83, 2.49], [0.22, -1.04, 0.61], [0.29, 1.04, 0.36], [1.25, -0.99, 0.71], [2.87, 0.58, -2.13], [0.39, 0.11, -0.10], [-0.26, -0.11, -0.49], [-0.21, -0.49, 0.07], [-0.23, -0.18, -0.11], [-0.03, 0.54, -0.59], [-0.24, -0.17, 0.10], [-0.11, 0.41, -0.41], [-0.59, -0.25, 0.02], [-0.23, 0.21, 0.31], [0.45, 0.00, 0.40], [0.03, -0.49, -0.70]]}

{"formula": "C8H12O", "method": "ωB97M-V with the def2-TZVPD basis set", "homo_lumo_gap_ev": 9.67, "e_homo_ev": -8.7, "e_lumo_ev": 0.95, "relative_energy_kcal_mol": 218.02, "spin_multiplicity": 1, "charge": 0, "elements": ["C", "C", "C", "C", "C", "C", "C", "C", "H", "H", "H", "H", "H", "H", "H", "H", "H", "H", "H", "H", "O"], "positions_angstrom": [[-1.7898, -1.7524, -0.2048], [-0.6020, -0.9621, -0.5699], [-0.9206, 0.5782, -0.6568], [-0.4968, 1.7764, -0.4355], [0.8246, 2.1103, 0.5218], [1.2139, 0.6552, 0.4707], [1.9347, -0.8035, 0.5031], [0.3579, -1.1239, 0.6478], [-1.6979, -2.7823, 0.1793], [-2.2970, -0.8189, 0.5464], [-2.4303, -1.7159, -1.0487], [0.0475, -1.0959, -1.4432], [-1.7770, 0.9143, -1.3845], [-0.7936, 2.8477, -1.2350], [1.3484, 2.8872, 0.0711], [0.4893, 2.6669, 1.4073], [0.9122, 0.5559, -0.4905], [2.4373, -0.9361, -0.6501], [2.7905, -0.8389, 1.3343], [0.3348, -2.1710, 1.0629], [0.1137, 0.0088, 1.3744]], "forces_ev_per_a": [[-2.48, 3.05, 1.38], [3.36, 1.91, 1.03], [-4.69, -0.89, -4.34], [2.51, 7.01, 0.10], [-3.01, -0.22, -0.53], [0.32, -1.31, 3.91], [2.42, 2.79, -2.18], [2.53, -2.74, -0.12], [0.17, 0.84, 0.06], [0.90, -3.67, -1.37], [-1.10, -0.40, -0.71], [-0.85, -0.90, -0.54], [0.96, -2.08, 0.81], [0.27, -3.47, 2.90], [1.64, 0.71, -1.53], [0.03, -1.17, 0.54], [0.12, -0.91, -2.43], [-1.19, -0.05, 3.32], [-2.41, -0.88, -1.54], [-0.93, 1.14, 0.36], [1.43, 1.26, 0.91]]}

{"formula": "C2H3P", "method": "ωB97M-V with the def2-TZVPD basis set", "homo_lumo_gap_ev": 10.42, "smiles": "C#CP", "e_homo_ev": -9.4, "e_lumo_ev": 1.04, "relative_energy_kcal_mol": 0.00, "spin_multiplicity": 1, "charge": 0, "elements": ["C", "C", "P", "H", "H", "H"], "positions_angstrom": [[-1.5777, 0.3982, -0.0993], [-0.3864, 0.2494, -0.2267], [1.4083, 0.1873, -0.1103], [-2.6006, 0.5748, 0.2401], [1.6289, -0.9194, -0.9543], [1.5276, -0.4902, 1.1506]], "forces_ev_per_a": [[-0.30, 0.25, 0.71], [0.10, -0.20, 0.37], [-0.33, 0.34, 0.03], [0.81, -0.22, -0.71], [-0.05, -0.17, 0.16], [-0.24, 0.01, -0.56]]}